(1)
Here is a molecular structure, C10H4F3FeO6S2 in a non-equilibrium geometry from the Open Molecules 2025 dataset. Energies are from the ωB97M-V functional and the def2-TZVPD basis.

Structure (ORCA input):
```
! RIJCOSX wB97M-V def2-TZVPD def2/J DEFGRID3
* xyz -2 6
Fe 0.10730 0.13840 0.14401
S -0.26875 2.32764 -1.01880
C -1.91783 2.75211 -0.66042
C -2.36329 4.04848 -0.94311
C -3.63937 4.46622 -0.61103
C -4.51632 3.57232 -0.00430
C -4.11204 2.27000 0.22680
C -2.82205 1.83482 -0.09417
S -2.38722 0.17282 0.19732
H -1.66945 4.72712 -1.42579
H -3.94555 5.48491 -0.82133
H -5.51260 3.88796 0.28472
H -4.79601 1.55561 0.67014
O 0.71254 -2.89548 2.94888
C 0.52034 -1.89851 2.27314
O 0.09251 -1.78511 1.07975
C 0.84260 -0.43746 2.93673
O 1.19413 -0.37933 4.10043
O 0.66941 0.50599 2.09171
F 4.93108 0.76469 -1.82396
C 4.27708 -0.13661 -1.05039
F 4.23376 0.37597 0.18426
F 5.07118 -1.23112 -0.99642
C 2.86551 -0.49877 -1.65774
O 2.91755 -0.99421 -2.77044
O 1.90199 -0.22391 -0.90524
*
```

The largest force on an atom comes out at 2.2 eV/A.

=====

(2)
Here is a molecular structure, C37H34Br2N3O5Tl from the Open Molecules 2025 dataset. Energies are from the ωB97M-V functional and the def2-TZVPD basis.

Structure (ORCA input):
```
! RIJCOSX wB97M-V def2-TZVPD def2/J DEFGRID3
* xyz -2 1
Tl 1.01934 0.55983 0.30684
O -4.58976 3.10202 5.01437
C -4.20957 3.74622 4.01851
O -4.50632 4.89873 3.64521
C -3.22312 2.99571 3.09208
C -2.82902 3.54546 1.88163
C -1.95923 2.83625 1.06157
N -1.48151 1.64065 1.39556
C -1.85453 1.10236 2.55340
C -2.72290 1.74786 3.42902
C -1.31551 -0.26681 2.83105
C -1.36691 -0.83971 4.09789
C -0.88364 -2.12441 4.27094
C -0.37523 -2.81007 3.18079
C -0.35348 -2.15721 1.96057
N -0.80736 -0.92090 1.78604
C -1.51596 3.36568 -0.26684
C -1.70596 4.70264 -0.62226
C -1.27559 5.13577 -1.86210
C -0.66221 4.23363 -2.71841
C -0.50823 2.92785 -2.27876
N -0.92523 2.50184 -1.09233
H -3.23785 4.51170 1.62460
H -3.06136 1.31182 4.35811
H -1.75909 -0.28253 4.93634
H -0.89420 -2.58004 5.25361
H 0.02876 -3.80892 3.27230
H 0.06420 -2.63530 1.08210
H -2.17055 5.39213 0.06668
H -1.41125 6.17043 -2.15327
H -0.30274 4.53050 -3.69453
H -0.02082 2.18338 -2.90074
C 0.73484 -4.67371 -6.89572
C 1.83191 -3.76329 -6.34274
C 2.22024 -2.76733 -7.44470
C 3.05214 -4.63453 -6.01082
C 1.37988 -3.01341 -5.09148
C 2.22375 -2.08002 -4.49355
C 1.84525 -1.44364 -3.33384
Br 3.05217 -0.18201 -2.56785
C 0.63158 -1.67881 -2.62731
O 0.39796 -1.14910 -1.49422
C -0.26308 -2.57730 -3.30302
C 0.15177 -3.21762 -4.46699
C -1.68999 -2.89576 -2.81390
C -2.17359 -2.09067 -1.60190
C -1.77972 -4.38435 -2.44210
C -2.68230 -2.60617 -3.95439
H 1.09380 -5.17345 -7.79960
H -0.16140 -4.10634 -7.15517
H 0.45330 -5.44437 -6.17578
H 2.51742 -3.29689 -8.35550
H 3.05474 -2.13690 -7.13556
H 1.37883 -2.11320 -7.68136
H 3.41530 -5.15456 -6.90327
H 2.79305 -5.37938 -5.25590
H 3.86712 -4.02938 -5.61131
H 3.19196 -1.84460 -4.91897
H -0.53952 -3.91913 -4.91689
H -1.58466 -2.29158 -0.71356
H -3.21479 -2.36915 -1.40618
H -2.12478 -1.01683 -1.77394
H -1.07457 -4.61614 -1.64084
H -1.55066 -5.03222 -3.29114
H -2.78738 -4.62686 -2.09090
H -2.60910 -1.56080 -4.26062
H -3.70546 -2.79355 -3.61622
H -2.49832 -3.22754 -4.83275
Br 5.36270 -6.41713 1.34011
C 4.27515 -4.92531 0.83089
C 3.62343 -4.97002 -0.39057
C 2.83640 -3.88384 -0.75034
C 2.70005 -2.80267 0.10947
C 3.36492 -2.76878 1.33043
C 4.17438 -3.84485 1.68605
C 3.25060 -1.57345 2.29733
O 4.17364 -1.45048 3.11204
O 2.21001 -0.86936 2.17995
H 3.73415 -5.82492 -1.04383
H 2.32760 -3.87586 -1.70814
H 2.07458 -1.97473 -0.19099
H 4.71393 -3.79819 2.62174
*
```

The largest force on an atom comes out at 0.3 eV/A. The relative energy (zero: lowest compared OMol25 entry of this formula, charge and spin) comes out at 16.0 kJ/mol.

=====

(3)
Here is a gas-phase ion, C3H8NO2S2 (charge +1) in a non-equilibrium geometry from the Open Molecules 2025 dataset. Energies are from the ωB97M-V functional and the def2-TZVPD basis.

Structure (ORCA input):
```
! RIJCOSX wB97M-V def2-TZVPD def2/J DEFGRID3
* xyz 1 1
N 0.56503 -1.58193 -0.42421
C -0.20084 -0.48061 0.36860
C 0.24003 0.86499 -0.16473
S 1.79841 1.29214 0.70002
S 2.73943 2.49723 -0.56536
C -1.69892 -0.85364 0.23822
O -2.17014 -1.65710 -0.50617
O -2.33831 -0.03924 1.07550
H 0.22297 -2.56302 -0.11175
H 1.48609 -1.53154 -0.00035
H 0.28576 -1.61297 -1.41819
H 0.14210 -0.66811 1.41491
H 0.42043 1.01284 -1.25053
H -0.46584 1.65560 0.06513
H 2.30515 3.83241 -0.36851
H -3.33133 -0.16704 0.94743
*
```

The largest force on an atom comes out at 3.9 eV/A. As for the structure (SMILES): [NH3+][C@@H](CSS)C(=O)O. The relative energy (zero: lowest compared OMol25 entry of this formula, charge and spin) comes out at 76.8 kJ/mol.

=====

no.,energy (eV)
1,-86935.14437
2,-198412.49177
3,-30489.34113